47
Properties=species:S:1:pos:R:3:forces:R:3:nbo_charge:R:1 method="wB97M-V/def2-TZVPD" de_lowest_kj_mol=0.0 homo_lumo_gap_ev=8.9 spin_multiplicity=1 e_lumo_ev=0.3774 e_tot_ha=-3846.46872
C 3.3934 0.6940 3.8873 -0.281 -0.076 -0.347 -0.623
C 2.5975 1.1244 2.6703 0.275 0.555 0.137 -0.069
H 3.2504 1.5103 1.8791 -0.133 -0.022 0.114 0.189
H 1.8705 1.9052 2.9205 0.123 -0.099 -0.082 0.192
O 1.8982 -0.0168 2.1762 -0.222 -0.165 -0.107 -0.514
C 1.1285 0.1763 1.0981 0.090 0.339 0.046 0.777
O 1.0124 1.2586 0.5487 0.051 -0.127 0.148 -0.630
C 0.4114 -1.0017 0.6624 -0.395 0.293 -0.505 -0.078
C -0.6367 -0.9859 -0.2630 0.440 -0.274 0.256 0.220
N -1.0169 0.1439 -0.9437 0.187 0.229 0.174 -0.623
C -1.6999 0.1632 -2.1363 0.110 -0.104 -0.039 0.667
O -2.0089 -0.8292 -2.7489 0.087 0.093 -0.091 -0.546
C -2.0246 1.5417 -2.5682 -0.349 0.762 0.071 -0.032
N -2.0510 1.8908 -3.8454 0.228 -0.764 -0.532 -0.199
N -2.4155 3.1577 -3.9013 0.178 -0.086 0.648 -0.134
C -2.6540 3.6684 -2.6789 0.103 -0.232 0.463 -0.073
C -2.4027 2.6529 -1.7808 -0.051 0.164 0.028 -0.182
Br -2.6007 2.7677 0.0863 -0.047 0.120 -0.197 0.092
H -2.9653 4.6797 -2.5155 -0.079 0.210 -0.003 0.229
C -2.5812 3.8104 -5.1734 -0.325 0.161 -0.558 -0.210
C -4.0460 3.8097 -5.6014 0.219 -0.006 0.046 -0.612
H -4.1462 4.2796 -6.5754 -0.049 0.059 -0.107 0.217
H -4.6564 4.3556 -4.8857 -0.075 0.047 0.035 0.208
H -4.4125 2.7885 -5.6654 -0.047 -0.074 -0.011 0.225
H -2.2033 4.8336 -5.0973 0.054 -0.144 0.004 0.204
H -1.9795 3.2516 -5.8923 0.026 0.124 0.146 0.232
H -0.5410 0.9813 -0.6081 -0.161 -0.091 -0.217 0.452
C -1.2022 -2.2857 -0.2718 0.697 0.234 0.435 -0.222
C -0.4695 -3.0349 0.6380 -0.166 0.079 -0.213 0.052
N 0.4918 -2.2741 1.1922 -0.430 -0.035 -0.168 -0.326
C 1.4587 -2.7577 2.0979 0.519 -0.475 0.477 0.227
C 1.0496 -3.4010 3.2583 -0.052 0.153 -0.213 -0.242
C 1.9966 -3.8920 4.1394 0.080 -0.061 0.047 -0.201
C 3.3454 -3.7451 3.8644 -0.004 -0.033 0.102 -0.207
C 3.7499 -3.1147 2.6989 -0.002 0.032 -0.069 -0.206
C 2.8116 -2.6248 1.8102 -0.131 -0.139 -0.021 -0.218
H 3.1179 -2.1419 0.8948 0.011 0.049 -0.084 0.225
H 4.8016 -3.0105 2.4775 0.083 0.009 -0.030 0.219
H 4.0819 -4.1247 4.5562 0.062 -0.038 0.059 0.218
H 1.6785 -4.3863 5.0448 -0.031 -0.040 0.070 0.220
H -0.0046 -3.5017 3.4699 -0.103 0.031 0.019 0.225
H -0.5806 -4.0722 0.8885 0.045 -0.151 0.045 0.233
C -2.3317 -2.7700 -0.9536 -0.397 -0.304 -0.071 0.281
N -3.2755 -3.2356 -1.4085 -0.283 -0.191 -0.111 -0.304
H 3.9368 1.5445 4.2878 0.064 0.077 0.054 0.218
H 4.0982 -0.0876 3.6163 0.108 -0.059 0.026 0.213
H 2.7254 0.3046 4.6508 -0.026 -0.029 0.126 0.215